(1)
{"formula": "C31H34O11", "method": "the ωB97M-V functional and the def2-TZVPD basis", "species": ["C", "O", "H", "H", "H", "H", "C", "C", "C", "C", "C", "C", "O", "O", "H", "H", "H", "H", "H", "H", "C", "C", "C", "C", "C", "C", "O", "O", "H", "H", "H", "H", "H", "H", "C", "C", "C", "C", "C", "C", "O", "O", "H", "H", "H", "H", "H", "H", "C", "C", "C", "C", "C", "C", "O", "O", "H", "H", "H", "H", "H", "H", "C", "C", "C", "C", "C", "C", "O", "O", "H", "H", "H", "H", "H", "H"], "xyz": [[-0.885, 0.156, 0.267], [0.062, -0.779, 0.110], [-1.450, -0.073, 1.367], [-1.885, 0.659, -0.213], [-0.526, 1.118, 0.393], [0.235, -0.901, -0.875], [-4.795, 2.567, 2.465], [-3.740, 2.251, 3.247], [-2.382, 2.508, 2.746], [-2.207, 3.162, 1.603], [-3.412, 3.331, 0.696], [-4.635, 3.006, 1.187], [-5.815, 3.176, 0.469], [-1.330, 2.235, 3.538], [-5.795, 2.343, 2.821], [-4.136, 1.956, 4.184], [-1.170, 3.686, 1.166], [-3.175, 3.739, -0.354], [-6.625, 2.814, 0.953], [-1.527, 1.895, 4.275], [-5.370, -0.594, -1.467], [-6.675, -0.998, -1.515], [-7.101, -2.310, -1.904], [-6.116, -3.220, -2.296], [-4.740, -2.826, -2.449], [-4.431, -1.518, -1.971], [-3.164, -1.085, -2.048], [-8.319, -2.667, -1.870], [-5.105, 0.331, -1.193], [-7.504, -0.203, -1.082], [-6.371, -4.189, -2.651], [-4.054, -3.690, -2.685], [-2.599, -1.620, -2.648], [-8.816, -3.374, -2.191], [0.657, 4.797, 2.525], [1.073, 6.122, 2.409], [2.206, 6.501, 1.754], [3.023, 5.503, 1.278], [2.635, 4.136, 1.283], [1.440, 3.827, 1.913], [1.182, 2.465, 2.156], [2.443, 7.827, 1.891], [-0.409, 4.532, 2.943], [0.377, 6.900, 2.940], [4.180, 5.673, 1.022], [3.215, 3.449, 0.765], [0.376, 2.520, 2.481], [3.415, 8.055, 2.055], [4.288, -3.098, 2.452], [5.299, -3.676, 1.731], [4.891, -4.402, 0.585], [3.588, -4.480, 0.084], [2.636, -3.714, 0.840], [2.927, -2.966, 2.001], [1.996, -2.154, 2.524], [5.926, -5.047, -0.070], [4.821, -2.535, 3.476], [6.280, -3.640, 2.200], [3.273, -5.120, -0.689], [1.736, -3.683, 0.397], [1.230, -1.916, 2.120], [5.796, -5.439, -1.000], [3.082, -1.956, -4.387], [2.781, -1.311, -3.222], [3.566, -1.707, -2.061], [4.759, -2.421, -2.155], [5.113, -2.867, -3.468], [4.273, -2.762, -4.519], [4.363, -3.256, -5.744], [3.235, -1.226, -0.778], [2.554, -1.713, -5.415], [1.895, -0.607, -3.030], [5.401, -2.593, -1.500], [6.051, -3.418, -3.550], [5.193, -3.527, -6.111], [2.793, -1.957, -0.197]], "charge": 0, "spin_multiplicity": 1, "smiles": "Oc1ccc(O)cc1.Oc1ccc(O)cc1.Oc1ccc(O)cc1.Oc1ccc(O)cc1.Oc1ccc(O)cc1.CO", "de_lowest_ev": 11.268, "fmax_ev_per_a": 10.5, "e_tot_ha": -2028.921165}

***

(2)
{"formula": "C7H7F2O2PS", "method": "the ωB97M-V functional and the def2-TZVPD basis", "species": ["C", "C", "C", "C", "C", "C", "C", "O", "O", "F", "F", "P", "S", "H", "H", "H", "H", "H", "H", "H"], "xyz": [[0.367, -0.344, -3.147], [1.289, -0.672, -2.218], [-0.885, -0.029, -2.754], [1.050, -0.592, -0.845], [-1.242, 0.004, -1.427], [-0.212, -0.150, -0.487], [0.537, 0.758, 2.192], [-1.812, 1.091, 1.286], [-1.273, -1.273, 1.699], [0.733, 1.857, 1.383], [1.711, 0.137, 2.226], [-0.272, 1.061, 3.887], [-0.809, 0.027, 1.225], [0.591, -0.476, -4.205], [2.312, -1.048, -2.592], [-1.641, 0.009, -3.503], [1.734, -1.026, -0.152], [-2.199, 0.237, -0.891], [-0.873, -0.259, 3.662], [0.894, 0.688, 4.661]], "charge": 0, "spin_multiplicity": 1, "smiles": "O=S(=O)(c1ccccc1)C(F)(F)P", "de_lowest_ev": 0.000, "fmax_ev_per_a": 3.8, "e_tot_ha": -1360.599385}

***

(3)
{"formula": "C3H3O3", "method": "the ωB97M-V functional and the def2-TZVPD basis", "species": ["C", "C", "C", "O", "O", "O", "H", "H", "H"], "xyz": [[-0.440, -0.869, -2.175], [-0.026, -0.508, 0.205], [0.196, 0.627, 0.834], [-0.426, -1.197, -3.247], [0.874, 0.699, 2.005], [-0.701, -0.289, -1.016], [0.021, -1.550, 0.732], [-0.239, 1.478, 0.354], [0.741, 1.609, 2.309]], "charge": 1, "spin_multiplicity": 3, "de_lowest_ev": 1.618, "fmax_ev_per_a": 9.5, "e_tot_ha": -341.304082, "s2": 2.007}

***

(4)
{"formula": "C25H73N12O14V", "method": "the ωB97M-V functional and the def2-TZVPD basis", "species": ["O", "V", "C", "C", "O", "H", "H", "H", "H", "H", "C", "O", "N", "N", "H", "H", "H", "H", "C", "O", "N", "N", "H", "H", "H", "H", "C", "O", "N", "N", "H", "H", "H", "H", "C", "O", "N", "N", "H", "H", "H", "H", "C", "O", "N", "N", "H", "H", "H", "H", "C", "C", "O", "H", "H", "H", "H", "H", "H", "C", "C", "O", "H", "H", "H", "H", "H", "H", "C", "C", "O", "H", "H", "H", "H", "H", "H", "C", "O", "C", "C", "N", "C", "C", "O", "C", "H", "H", "H", "H", "H", "H", "H", "H", "H", "H", "H", "H", "H", "H", "H", "C", "O", "C", "C", "N", "C", "C", "O", "C", "H", "H", "H", "H", "H", "H", "H", "H", "H", "H", "H", "H", "H", "H", "H"], "xyz": [[0.094, 2.110, -3.140], [-1.208, 2.707, -2.481], [0.450, -0.362, -0.311], [-0.115, 0.946, 0.277], [-0.852, 1.730, -0.600], [0.846, -0.974, 0.506], [1.290, -0.197, -0.986], [-0.324, -0.978, -0.769], [0.713, 1.504, 0.733], [-0.803, 0.685, 1.086], [-3.008, -3.019, 2.296], [-3.796, -3.728, 1.655], [-3.126, -1.655, 2.244], [-1.936, -3.459, 2.977], [-2.354, -1.092, 2.559], [-3.989, -1.243, 1.950], [-1.394, -2.742, 3.435], [-1.558, -4.366, 2.765], [-3.354, 2.046, 3.279], [-4.161, 1.313, 2.711], [-2.093, 2.211, 2.776], [-3.685, 2.859, 4.317], [-1.983, 1.682, 1.929], [-1.529, 3.018, 2.978], [-4.532, 2.708, 4.831], [-2.909, 3.322, 4.757], [-3.095, 0.270, -2.553], [-2.223, 0.911, -3.213], [-4.003, -0.512, -3.155], [-3.190, 0.411, -1.228], [-4.466, -1.156, -2.536], [-3.848, -0.739, -4.124], [-2.352, 0.831, -0.796], [-3.866, -0.019, -0.621], [-1.124, -3.916, -2.120], [-0.004, -4.269, -1.756], [-1.475, -3.818, -3.430], [-2.135, -3.553, -1.275], [-2.411, -3.504, -3.583], [-0.858, -4.074, -4.176], [-3.089, -3.571, -1.573], [-1.976, -3.543, -0.280], [0.254, -0.555, 4.182], [-0.924, -0.911, 4.119], [0.620, 0.694, 3.781], [1.335, -1.351, 4.423], [1.588, 0.933, 3.906], [-0.066, 1.168, 3.220], [1.258, -2.305, 4.726], [2.227, -0.910, 4.290], [2.234, -1.127, -4.473], [1.718, 0.147, -5.124], [2.368, 1.302, -4.602], [1.492, -1.908, -4.673], [2.257, -1.057, -3.387], [3.144, -1.533, -4.914], [0.663, 0.174, -4.813], [1.682, 0.193, -6.214], [2.355, 1.960, -5.301], [4.089, -1.440, 2.280], [4.820, -0.601, 3.315], [3.880, 0.250, 3.980], [3.577, -2.297, 2.718], [4.768, -1.930, 1.574], [3.492, -0.827, 1.605], [5.556, 0.004, 2.779], [5.369, -1.220, 4.026], [4.237, 0.388, 4.864], [1.381, 5.640, 3.725], [2.088, 4.661, 2.744], [0.980, 3.995, 2.096], [2.143, 6.050, 4.390], [0.669, 5.064, 4.316], [0.811, 6.467, 3.304], [2.632, 3.953, 3.365], [2.696, 5.205, 2.024], [1.194, 3.067, 1.952], [0.753, -6.469, 1.791], [0.893, -5.170, 2.393], [1.019, -4.096, 1.491], [2.343, -4.053, 0.683], [2.296, -5.101, -0.344], [3.549, -5.227, -1.069], [3.859, -4.020, -1.978], [4.929, -4.342, -2.857], [5.635, -3.212, -3.341], [1.755, -6.814, 1.542], [0.215, -6.343, 0.849], [0.219, -7.153, 2.445], [0.955, -3.203, 2.119], [0.202, -4.029, 0.766], [3.255, -4.280, 1.244], [2.465, -3.020, 0.327], [1.575, -4.797, -1.005], [3.509, -6.095, -1.728], [4.327, -5.312, -0.306], [4.050, -3.151, -1.341], [3.004, -3.818, -2.633], [5.635, -3.298, -4.426], [6.562, -3.038, -2.788], [5.104, -2.282, -3.091], [1.393, 4.528, -2.077], [0.039, 4.232, -1.671], [-0.517, 5.196, -0.780], [-1.769, 4.667, -0.152], [-2.694, 4.009, -1.099], [-3.997, 3.786, -0.455], [-4.940, 3.367, -1.580], [-4.894, 4.319, -2.613], [-5.478, 3.907, -3.834], [1.996, 4.212, -1.226], [1.355, 5.592, -2.322], [1.621, 3.965, -2.977], [-0.598, 6.143, -1.328], [0.128, 5.474, 0.059], [-2.339, 5.472, 0.318], [-1.440, 3.989, 0.634], [-2.988, 4.560, -1.914], [-4.556, 4.581, 0.047], [-3.806, 2.982, 0.261], [-5.965, 3.405, -1.185], [-4.719, 2.362, -1.954], [-6.567, 3.921, -3.697], [-5.335, 2.881, -4.189], [-5.199, 4.656, -4.569]], "charge": 1, "spin_multiplicity": 2, "fmax_ev_per_a": 6.5, "e_tot_ha": -3650.634312, "s2": 0.789}

***

(5)
{"formula": "F8N4O16PtS8", "method": "the ωB97M-V functional and the def2-TZVPD basis", "species": ["Pt", "N", "S", "O", "O", "F", "S", "O", "O", "F", "N", "S", "O", "O", "F", "S", "O", "O", "F", "N", "S", "O", "O", "F", "S", "O", "O", "F", "N", "S", "O", "O", "F", "S", "O", "O", "F"], "xyz": [[-0.726, 0.814, -0.202], [3.047, 3.115, -0.529], [3.806, 2.331, 0.647], [3.191, 1.005, 0.917], [4.428, 3.140, 1.722], [5.163, 1.826, -0.198], [1.722, 3.342, 0.692], [1.908, 4.083, 1.939], [0.760, 2.236, 0.658], [0.991, 4.387, -0.230], [-0.805, -0.020, 1.698], [-1.792, -0.226, 3.073], [-1.242, -0.080, 4.390], [-2.830, -1.295, 2.929], [-2.762, 1.132, 2.877], [0.421, -0.647, 2.325], [0.371, -1.954, 2.962], [1.270, 0.394, 2.844], [1.110, -1.052, 0.886], [-3.281, -2.936, 0.688], [-2.828, -2.146, -0.767], [-2.534, -2.843, -2.042], [-2.138, -0.881, -0.571], [-4.254, -1.585, -1.098], [-2.184, -4.054, 0.487], [-0.753, -3.664, 0.357], [-2.557, -5.181, -0.384], [-2.293, -4.743, 2.000], [-0.025, 0.567, -2.125], [0.464, 1.757, -3.334], [-0.100, 1.707, -4.646], [1.785, 2.306, -3.131], [-0.330, 2.883, -2.640], [0.622, -0.545, -2.990], [2.049, -0.444, -3.283], [-0.172, -1.119, -4.063], [0.498, -1.609, -1.861]], "charge": -2, "spin_multiplicity": 3, "de_lowest_ev": 6.688, "fmax_ev_per_a": 9.9, "e_tot_ha": -5526.375209, "s2": 2.004}

***

(6)
{"formula": "C4H8ClN", "method": "the ωB97M-V functional and the def2-TZVPD basis", "species": ["C", "C", "C", "C", "H", "H", "H", "H", "H", "H", "H", "H", "N", "Cl"], "xyz": [[0.066, 0.687, 0.330], [-1.158, -0.079, 0.825], [1.260, -0.248, -0.129], [1.231, -1.548, -0.382], [-1.185, 2.027, -0.531], [-0.405, 1.116, -1.622], [0.534, 1.187, 1.130], [-0.880, -0.916, 1.476], [-1.738, 0.693, 1.386], [2.180, 0.300, -0.338], [2.243, -1.930, -0.609], [0.372, -2.252, -0.355], [-0.239, 1.638, -0.749], [-2.281, -0.675, -0.431]], "charge": 0, "spin_multiplicity": 1, "smiles": "C=C[C@@H](N)CCl", "de_lowest_ev": 0.483, "fmax_ev_per_a": 3.8, "e_tot_ha": -672.118982}

***

(7)
{"formula": "C3H10N2O2", "method": "the ωB97M-V functional and the def2-TZVPD basis", "species": ["C", "C", "C", "N", "N", "O", "O", "H", "H", "H", "H", "H", "H", "H", "H", "H", "H"], "xyz": [[-0.007, -0.167, -0.078], [0.123, 1.180, 0.515], [0.883, -0.490, -1.257], [-1.512, 0.403, -0.654], [-0.197, -1.194, 0.868], [-2.496, 0.204, 0.331], [1.547, 1.013, 1.284], [-2.230, -0.580, 0.853], [2.254, 1.337, 0.714], [-1.703, -0.264, -1.407], [0.218, -0.977, 1.765], [0.066, -2.115, 0.541], [-0.527, 1.377, 1.360], [0.260, 1.986, -0.200], [1.901, -0.653, -0.904], [0.531, -1.391, -1.761], [0.889, 0.330, -1.971]], "charge": 0, "spin_multiplicity": 1, "smiles": "C[C@@](N)(CO)NO", "de_lowest_ev": 4.009, "fmax_ev_per_a": 5.7, "e_tot_ha": -380.189323}

***

(8)
{"formula": "C2H2O3S", "method": "the ωB97M-V functional and the def2-TZVPD basis", "species": ["C", "C", "O", "O", "O", "S", "H", "H"], "xyz": [[1.127, -0.561, 0.202], [1.166, 0.582, -0.150], [-1.197, 1.265, 0.614], [-1.301, -0.037, -1.452], [-1.185, -1.239, 0.745], [-1.106, -0.049, -0.026], [0.852, -1.563, 0.055], [1.644, 1.602, 0.012]], "charge": 0, "spin_multiplicity": 1, "de_lowest_ev": 4.893, "fmax_ev_per_a": 4.8, "e_tot_ha": -701.160594}